Density functional theory data (wB97M-V/def2-TZVPD) for a structure of composition C27H36NP3Rh at a distorted geometry.

The geometry in XYZ format:
```
68
Properties=species:S:1:pos:R:3:forces:R:3:mulliken_charge:R:1
C -1.761 2.880 -3.778 0.0 -0.3 0.4 -0.88
C -1.488 1.717 -3.060 0.5 -0.2 -0.3 0.36
C -0.126 1.328 -2.941 0.4 -0.6 1.2 0.82
C 0.909 2.278 -3.083 -0.2 1.0 -0.5 0.02
C 0.630 3.448 -3.800 0.0 -0.3 0.4 -1.03
C -0.697 3.707 -4.190 -0.1 -0.1 -0.1 -0.46
C 2.158 1.893 -2.332 -0.4 -0.4 1.1 0.21
C 2.530 0.513 -2.815 1.1 -0.2 -0.4 0.07
C 1.471 -0.409 -2.675 -0.9 0.7 0.8 0.60
C 1.736 -1.798 -2.543 0.0 0.5 -0.6 0.35
C 2.964 -2.267 -3.017 -0.4 0.1 0.4 -0.89
C 3.944 -1.344 -3.430 0.0 -0.1 -0.1 -0.46
C 3.765 0.044 -3.284 -0.4 0.1 0.4 -1.07
H -2.809 3.109 -4.013 0.5 0.2 0.1 0.42
H 1.439 4.145 -4.050 -0.4 -0.2 0.2 0.46
H -0.928 4.586 -4.794 0.2 -0.2 0.2 0.40
H 2.984 2.646 -2.282 -0.8 -0.7 -0.2 0.66
H 3.130 -3.351 -3.065 0.1 0.6 0.1 0.43
H 4.879 -1.730 -3.840 -0.3 0.2 0.1 0.39
H 4.575 0.745 -3.532 -0.4 -0.4 0.3 0.47
N 0.170 0.046 -2.516 0.6 0.0 -0.8 -0.22
Rh -0.106 0.141 0.123 0.9 0.9 -0.7 -0.70
C -2.490 0.815 -2.398 -0.4 -0.3 -0.1 -1.32
H -2.345 -0.211 -2.750 -0.1 0.0 -0.1 0.33
H -3.522 1.124 -2.601 0.1 0.0 0.0 0.64
C 0.618 -2.612 -1.976 -0.3 -0.1 0.1 -1.11
H -0.291 -2.467 -2.572 0.2 -0.2 0.0 0.42
H 0.876 -3.676 -1.940 -0.1 0.1 0.0 0.64
P -2.251 0.712 -0.549 -1.0 0.4 -1.6 1.04
P 0.083 -2.124 -0.248 -0.2 -1.6 -0.4 1.09
C 1.295 -3.101 0.726 -0.2 0.0 0.0 -1.35
H 1.146 -2.962 1.804 0.1 -0.1 -0.3 0.35
H 1.201 -4.166 0.461 0.0 0.3 0.2 0.46
H 2.298 -2.745 0.457 -0.2 -0.1 0.1 0.43
C -1.468 -3.128 -0.124 0.1 -0.5 -0.1 -1.52
H -1.199 -4.191 -0.253 -0.2 0.3 0.0 0.48
H -1.969 -3.014 0.848 0.3 0.0 -0.4 0.33
H -2.174 -2.848 -0.921 0.3 0.0 0.2 0.31
C -2.670 2.437 -0.123 -0.1 0.2 0.2 -1.36
H -3.546 2.754 -0.705 0.1 -0.1 0.1 0.45
H -2.883 2.559 0.943 0.1 0.0 -0.3 0.38
H -1.822 3.073 -0.393 -0.1 -0.1 0.0 0.30
C -3.706 -0.253 -0.007 -0.3 0.1 -0.1 -1.25
H -3.747 -0.372 1.083 0.1 0.1 -0.2 0.26
H -4.620 0.268 -0.328 0.2 -0.1 0.1 0.49
H -3.701 -1.249 -0.464 0.1 0.2 0.1 0.32
H 1.729 1.641 -1.208 1.2 1.0 -2.2 -0.38
H 1.333 -0.680 0.271 0.5 0.2 -0.6 0.04
C -1.290 -1.478 2.970 -0.1 0.2 0.5 -1.68
P -0.601 0.056 2.237 0.1 -0.2 2.3 1.72
C -1.704 1.324 2.959 0.0 0.0 0.4 -1.35
C 0.987 0.321 3.118 -0.3 0.0 0.3 0.57
C 1.258 -0.293 4.351 0.2 0.2 -0.2 -0.59
C 2.485 -0.071 4.974 0.1 -0.1 0.2 -0.62
C 3.454 0.745 4.380 -0.3 0.0 -0.3 -0.52
C 3.178 1.366 3.156 -0.2 -0.1 0.1 -0.70
C 1.941 1.169 2.533 0.3 -0.3 0.3 -0.35
H -2.247 -1.728 2.493 0.3 0.1 0.2 0.25
H -1.472 -1.303 4.042 0.0 -0.2 -0.3 0.58
H -0.592 -2.318 2.861 -0.3 0.3 0.0 0.40
H -1.657 1.253 4.056 -0.1 0.1 -0.3 0.51
H -1.361 2.322 2.661 -0.1 -0.2 0.0 0.35
H -2.743 1.166 2.634 0.3 0.1 0.1 0.39
H 0.524 -0.944 4.832 0.3 0.2 -0.2 0.24
H 2.677 -0.546 5.941 0.0 0.2 -0.4 0.38
H 4.421 0.889 4.863 -0.3 0.0 -0.1 0.39
H 3.916 2.011 2.679 -0.1 -0.2 0.2 0.40
H 1.736 1.637 1.565 0.0 -0.1 0.3 0.18
```
Positions in Å, forces in eV/Å.

## Properties
* spin multiplicity: 5
* total charge: +1
* HOMO (spin up / spin down): -8.32 / -11.04 eV
* frontier orbital gap (spin up / spin down): 6.6 / 6.3 eV
* energy above the lowest of the compared OMol25 structures with the same formula, charge and spin: 0.0 kJ/mol
* LUMO energy (spin up / spin down): -1.7 / -4.7 eV
* M: 570.4 g/mol


Density functional theory data (wB97M-V/def2-TZVPD) for a cluster of 3 separate species, C27H37BClF17N3O6 in total at a distorted geometry.

The geometry in XYZ format:
```
92
Properties=species:S:1:pos:R:3:forces:R:3:mulliken_charge:R:1
C 3.730 -2.678 1.242 0.0 -0.1 0.1 -0.96
C 3.278 -2.479 -0.181 0.6 0.4 0.6 0.60
O 2.296 -2.996 -0.606 -1.0 -0.7 -0.5 -0.50
O 4.058 -1.755 -0.999 0.3 0.4 -0.1 -0.35
C 4.398 -0.416 -0.607 0.0 0.3 -0.1 -0.81
C 3.326 0.552 -1.104 0.2 -0.1 -0.2 0.45
C 3.863 1.979 -1.256 0.0 0.0 0.0 -1.20
C 2.755 3.048 -1.365 -0.1 -0.1 0.1 0.45
C 2.684 4.020 -0.183 0.1 0.0 0.0 -1.54
C 2.360 3.285 1.117 -0.2 0.0 0.0 0.13
C 1.932 4.203 2.263 0.1 -0.2 0.0 -0.59
C 1.790 3.448 3.585 0.1 0.0 -0.4 -1.09
N 0.700 2.456 3.481 -0.5 -0.7 0.2 0.52
C 0.836 1.109 3.199 -0.8 -0.1 -0.1 0.16
F 2.036 0.592 3.053 -0.3 0.1 0.0 -0.29
C -0.409 0.539 3.113 1.0 0.4 -0.1 -0.86
N -1.315 1.561 3.371 0.8 0.3 -0.2 0.51
B -2.846 1.328 3.370 0.0 0.1 0.1 0.49
O -3.534 1.688 4.470 0.2 -0.3 -0.4 -0.56
N -3.381 0.754 2.194 -0.6 0.3 0.7 0.11
C -3.447 1.666 1.033 0.6 -0.4 -0.4 -1.03
C -4.629 0.004 2.419 0.0 -0.1 -0.2 -1.14
C -0.620 2.686 3.588 -0.5 0.2 -0.1 0.10
C -1.253 3.992 3.965 0.3 -0.1 0.0 -1.27
C -1.341 4.044 5.489 0.7 0.8 -1.0 0.78
O -2.009 3.307 6.108 -0.9 -1.0 1.1 -0.52
Cl -0.340 5.235 6.240 0.2 0.3 0.2 -0.12
H 2.887 -2.485 1.904 0.0 0.0 0.0 0.25
H 4.587 -2.079 1.538 0.0 0.0 -0.1 0.39
H 3.989 -3.735 1.340 0.0 0.1 0.0 0.34
H 4.532 -0.341 0.475 0.0 0.0 0.0 0.32
H 5.362 -0.184 -1.064 -0.1 -0.1 -0.1 0.26
H 2.996 0.173 -2.074 -0.1 0.1 0.1 0.14
H 2.450 0.540 -0.448 0.0 -0.1 0.1 0.13
H 4.541 2.197 -0.419 -0.1 0.1 0.0 0.47
H 4.483 2.009 -2.156 0.0 0.0 0.1 0.40
H 1.782 2.551 -1.406 0.1 0.0 -0.1 -0.57
H 2.847 3.588 -2.308 0.1 0.1 0.2 0.66
H 3.617 4.589 -0.096 -0.1 -0.1 0.1 0.35
H 1.883 4.747 -0.358 0.1 0.0 -0.1 0.49
H 1.530 2.604 0.883 0.1 -0.1 0.1 0.00
H 3.199 2.668 1.457 0.0 0.0 -0.1 0.33
H 2.673 4.996 2.399 -0.1 0.0 0.1 0.51
H 0.966 4.661 2.026 0.2 0.2 -0.1 0.20
H 1.570 4.105 4.424 0.0 0.0 0.0 0.32
H 2.701 2.888 3.800 -0.1 0.0 0.1 0.51
H -0.697 -0.473 2.873 0.0 0.1 0.0 0.73
H -3.022 2.066 5.203 0.0 -0.1 0.1 0.39
H -4.422 1.562 0.559 0.0 0.1 0.1 0.39
H -3.306 2.716 1.307 -0.1 0.0 0.0 0.32
H -2.687 1.416 0.286 -0.1 0.0 0.0 0.32
H -4.761 -0.724 1.620 0.0 0.0 -0.1 0.37
H -4.562 -0.555 3.352 0.0 0.1 0.0 0.39
H -5.506 0.656 2.444 0.0 0.0 0.1 0.37
H -2.282 4.026 3.598 0.1 0.0 -0.1 0.33
H -0.695 4.838 3.569 -0.1 -0.1 0.0 0.47
C -1.610 -5.461 -2.493 0.2 0.2 -0.6 -0.75
C -1.683 -4.391 -1.403 -0.2 0.0 0.2 0.77
C -0.538 -4.324 -0.394 0.1 0.1 0.0 0.20
F -0.442 -5.467 0.314 0.0 0.1 0.0 -0.24
F -0.803 -3.309 0.477 0.0 0.0 0.0 -0.23
F -2.868 -4.444 -0.758 0.1 0.1 -0.1 -0.30
F -1.622 -3.186 -2.060 0.0 0.0 0.0 -0.22
O -2.340 -6.638 -2.268 -0.3 0.1 0.3 -0.41
C -1.811 -7.695 -1.594 0.0 -0.2 0.0 0.81
C -2.594 -7.994 -0.308 0.0 0.0 0.0 0.17
F -2.642 -6.894 0.476 0.0 -0.2 0.0 -0.21
F -1.955 -8.975 0.360 0.0 0.0 0.1 -0.26
F -0.501 -7.541 -1.344 0.0 0.0 0.0 -0.29
F -1.957 -8.790 -2.374 0.1 -0.1 -0.1 -0.30
H -2.096 -5.005 -3.354 0.0 0.0 0.0 0.38
H -0.575 -5.664 -2.772 0.0 0.0 0.1 0.39
H 0.410 -4.111 -0.890 0.0 -0.1 0.1 0.27
H -3.607 -8.313 -0.558 0.0 0.0 0.0 0.26
C -2.028 1.443 -3.639 -0.5 0.1 -0.1 -0.92
C -0.942 2.451 -3.259 0.0 0.0 0.0 0.93
C -0.058 3.033 -4.370 0.1 -0.1 0.2 -0.01
F 0.612 2.064 -5.020 0.0 0.1 0.0 -0.22
F 0.847 3.851 -3.778 -0.1 0.0 -0.2 -0.24
F -0.175 1.948 -2.266 -0.2 0.1 0.0 -0.17
F -1.600 3.542 -2.754 -0.1 0.0 0.1 -0.36
O -1.708 0.093 -3.430 0.2 0.0 0.3 -0.28
C -1.064 -0.661 -4.362 0.0 -0.3 -0.1 0.77
C 0.301 -1.140 -3.846 -0.1 -0.1 0.0 0.47
F 1.051 -0.080 -3.471 0.1 -0.1 -0.1 -0.22
F 0.932 -1.787 -4.846 0.1 0.0 0.0 -0.28
F -0.950 -0.031 -5.541 0.0 0.0 -0.1 -0.31
F -1.799 -1.780 -4.558 0.0 0.1 -0.2 -0.30
H -2.836 1.635 -2.935 0.0 0.0 0.0 0.41
H -2.417 1.637 -4.640 0.2 0.0 0.0 0.32
H -0.665 3.605 -5.076 0.1 0.0 0.0 0.31
H 0.160 -1.810 -2.996 0.1 0.0 0.0 0.03
```
Positions in Å, forces in eV/Å.

## Properties
* total charge: +1
* HOMO: -12.42 eV
* frontier orbital gap: 9.1 eV
* LUMO energy: -3.3 eV
* M: 868.8 g/mol


Density functional theory data (wB97M-V/def2-TZVPD) for a structure of composition C27H37BaBrN2O2PS3Si.

The geometry in XYZ format:
```
75
Properties=species:S:1:pos:R:3:forces:R:3:mulliken_charge:R:1
Ba 0.097 0.297 0.765 0.1 0.1 -0.2 0.14
O -0.659 0.225 -6.116 0.0 0.0 0.0 -0.59
C -0.217 0.083 -4.843 0.0 0.1 0.0 1.01
C 0.527 1.063 -4.197 0.0 0.0 0.0 -0.73
C 0.893 0.849 -2.887 -0.1 -0.1 0.1 -0.53
N 0.579 -0.267 -2.213 0.0 0.0 0.0 0.21
C -0.091 -1.196 -2.868 0.0 0.1 0.1 -0.12
Br -0.450 -2.778 -1.887 0.0 0.0 -0.1 -0.08
C -0.527 -1.091 -4.176 0.0 -0.1 0.1 -0.61
H -0.433 1.106 -6.433 0.0 0.0 0.0 0.30
H 0.785 1.991 -4.691 0.0 0.0 0.0 0.27
H 1.455 1.580 -2.316 0.0 0.0 0.0 0.51
H -1.096 -1.874 -4.653 0.0 0.0 0.0 0.46
S -4.235 -1.051 2.984 0.2 0.1 -0.1 -0.36
C -3.074 -0.374 1.975 -0.1 -0.2 0.0 0.08
S -2.556 -1.206 0.520 0.0 0.0 0.1 -0.20
S -2.326 1.156 2.351 0.0 0.0 0.0 -0.30
C 3.341 -0.912 -0.027 0.0 0.0 0.1 -0.21
Si 3.791 0.918 0.016 -0.1 0.0 -0.1 0.03
C 4.945 1.186 -1.451 0.1 0.0 0.0 -1.10
C 4.795 1.167 1.594 0.0 0.1 0.1 -1.13
N 2.333 1.803 -0.058 0.1 -0.1 0.2 0.39
C 2.259 3.158 0.025 -0.1 0.1 0.0 0.80
C 3.353 4.058 0.118 0.0 0.0 0.0 -0.44
C 3.193 5.425 0.264 0.0 0.0 0.0 -1.00
C 1.932 6.006 0.323 0.0 -0.1 0.0 -0.63
C 0.829 5.169 0.196 0.1 0.1 0.0 -0.28
C 1.003 3.815 0.019 -0.2 -0.1 0.0 -0.56
O -0.142 3.008 -0.117 0.1 0.1 0.0 0.00
C -0.850 3.073 -1.292 -0.1 -0.1 0.0 0.56
C -1.964 2.237 -1.366 0.1 0.0 0.1 -0.21
C -2.696 2.181 -2.538 0.0 0.0 0.0 -0.72
C -2.353 2.976 -3.627 0.0 0.0 0.0 -0.50
C -1.260 3.825 -3.528 0.0 0.0 0.0 -0.77
C -0.494 3.875 -2.370 0.0 0.0 0.1 -0.19
H 4.249 -1.521 -0.044 0.0 0.0 0.0 0.46
H 2.751 -1.154 -0.915 0.0 0.0 0.0 0.10
H 2.779 -1.246 0.856 0.0 0.0 0.0 -0.51
H 5.780 0.480 -1.410 0.0 0.0 0.0 0.36
H 5.363 2.194 -1.481 0.0 0.0 0.0 0.34
H 4.408 1.015 -2.388 0.0 0.0 0.0 0.26
H 5.711 0.571 1.584 0.0 0.0 0.0 0.35
H 4.210 0.864 2.467 0.0 0.0 0.0 0.24
H 5.074 2.212 1.740 0.0 0.0 0.0 0.35
H 4.359 3.658 0.084 0.0 0.0 0.0 0.23
H 4.078 6.048 0.341 0.0 0.0 0.0 0.38
H 1.808 7.071 0.461 0.0 0.0 0.0 0.38
H -0.182 5.560 0.220 0.0 0.0 0.0 0.50
H -2.258 1.658 -0.493 0.0 0.0 0.0 0.38
H -3.549 1.517 -2.590 0.0 0.0 0.0 0.45
H -2.940 2.942 -4.536 0.0 0.0 0.0 0.45
H -0.991 4.459 -4.364 0.0 0.0 0.0 0.39
H 0.368 4.523 -2.300 0.0 0.0 0.0 0.34
C -0.289 -5.320 2.344 0.0 0.0 0.0 -1.39
C -0.096 -3.997 1.608 0.0 0.0 0.1 -0.50
P 0.363 -2.535 2.629 0.0 0.0 0.0 0.70
C 1.847 -3.166 3.540 0.0 0.0 0.0 -0.91
C 2.758 -2.050 4.045 0.0 0.1 0.0 -0.93
C -0.950 -2.541 3.907 -0.1 0.0 0.1 -0.40
C -0.868 -1.379 4.896 0.0 0.0 0.0 -1.22
H -0.554 -6.112 1.641 0.0 0.0 0.0 0.41
H -1.095 -5.253 3.075 0.0 0.0 0.0 0.29
H 0.616 -5.633 2.868 0.0 0.0 0.0 0.27
H -1.018 -3.698 1.099 0.0 0.0 0.0 0.26
H 0.675 -4.093 0.837 0.0 0.0 0.0 0.38
H 2.402 -3.802 2.844 0.0 0.0 0.0 0.43
H 1.520 -3.806 4.365 0.0 0.0 0.0 0.48
H 3.127 -1.444 3.214 0.0 0.0 0.0 0.02
H 3.626 -2.451 4.572 0.0 0.0 0.0 0.40
H 2.232 -1.381 4.728 0.0 0.0 0.0 0.21
H -0.932 -3.499 4.435 0.0 0.0 0.0 0.43
H -1.907 -2.479 3.378 0.0 0.0 -0.1 0.23
H 0.050 -1.414 5.491 0.0 0.0 0.0 0.36
H -1.718 -1.411 5.578 0.0 0.0 0.0 0.39
H -0.927 -0.423 4.375 0.0 0.0 0.0 0.13
```
Positions in Å, forces in eV/Å.

## Properties
* total charge: -1
* HOMO: -3.59 eV
* frontier orbital gap: 5.5 eV
* energy above the lowest of the compared OMol25 structures with the same formula, charge and spin: 19.9 kJ/mol
* LUMO energy: 2.0 eV
* M: 794.1 g/mol